## P
Density functional theory data (wB97M-V/def2-TZVPD) for the molecule C6H7NO3.

Properties
HOMO level (alpha / beta): -9.42 / -7.13 eV
Orbital gap (alpha / beta): 0.363 / 0.181 hartree

Last column: Löwdin charge in e.
Positions of all 17 atoms, in Å:
C  -1.67810  -1.19087  0.29737  -0.14
C  -0.58819  0.99001  -0.15339  -0.31
C  1.30551  -1.07955  -1.72730  -0.04
C  0.80978  0.35810  0.07823  -0.29
C  -1.71806  0.16663  -0.00706  -0.19
C  1.09407  0.19828  1.56677  0.00
N  -1.65610  -2.31845  0.53789  0.22
O  -0.66619  2.18596  -0.47095  0.10
O  0.83078  -0.91585  -0.53970  -0.14
O  -2.94306  0.74860  -0.15694  0.12
H  1.15403  -2.04875  -2.16838  0.07
H  1.80296  -0.28243  -2.26092  0.07
H  1.54322  1.02614  -0.39223  0.15
H  0.36071  -0.46639  2.01658  0.08
H  1.03835  1.16966  2.05027  0.09
H  2.08710  -0.22032  1.71663  0.09
H  -2.77681  1.67924  -0.38685  0.12


## Q
Density functional theory data (wB97M-V/def2-TZVPD) for the molecule C6H7NO3.

Properties
Structure (SMILES): Cc1cn(C)c(=O)oc1=O
HOMO level: -8.89 eV
Orbital gap: 0.347 hartree

Last column: Löwdin charge in e.
Positions of all 17 atoms, in Å:
C  0.20510  1.50732  -2.06798  -0.01
C  0.95345  -1.65196  1.74733  -0.04
N  -0.17789  0.58667  -1.02483  -0.08
C  -0.95803  0.01137  1.51211  -0.41
C  -1.53047  0.26274  -0.77042  -0.46
C  0.22552  -0.63681  0.93171  -0.19
C  0.69778  -0.05450  -0.20234  -0.01
O  -1.87200  0.38644  0.53797  0.17
O  -1.18373  0.22563  2.66444  0.16
O  -2.33442  0.06964  -1.62570  0.18
H  1.70236  -0.19549  -0.57731  0.14
H  0.26931  2.52406  -1.66333  0.10
H  1.17550  1.22200  -2.48353  0.09
H  -0.55412  1.48052  -2.85129  0.10
H  0.43823  -2.60286  1.67565  0.09
H  1.97573  -1.78425  1.40465  0.08
H  0.96769  -1.35052  2.79287  0.08


Name the most stable of them. Q.